No. 1
# C4H10N2O

C4H10N2O as an isolated structure at a distorted geometry (ωB97M-V/def2-TZVPD, the Open Molecules 2025 dataset).

```
17
Properties=species:S:1:pos:R:3:forces:R:3
C 1.50490 0.49679 -0.82103 2.3 1.8 1.6
C 0.10728 -1.58995 0.49711 0.1 0.2 -0.2
N 1.10558 0.76789 0.92472 0.3 -1.1 -3.5
C -1.10776 0.58777 0.11470 1.6 -1.1 0.8
C 0.06378 -0.09362 0.35833 -3.7 -0.1 1.4
N -2.30250 0.08271 -0.35271 -0.4 0.0 -0.1
O -1.14137 1.90019 0.41928 0.2 0.5 -0.1
H -0.26832 2.04491 0.86823 -0.5 0.0 -0.2
H 1.72838 0.20812 1.50339 0.1 -0.1 -0.3
H -2.26074 -0.83207 -0.77175 0.0 0.1 0.0
H -2.85249 0.74665 -0.88062 0.1 -0.1 0.0
H 1.34638 -0.34328 -1.51705 -0.5 -0.2 0.9
H 1.13313 1.41623 -1.25737 -0.1 -0.1 0.1
H 2.58203 0.56442 -0.68394 0.4 0.2 -0.4
H -0.33872 -1.90224 1.44514 0.1 -0.1 0.0
H -0.43475 -2.09509 -0.30712 0.0 0.0 0.0
H 1.13518 -1.95943 0.46070 0.0 0.0 0.0
```
Forces are in eV/Å.

Results
Total charge: 0
HOMO, eV: -6.3
Relative energy (zero: lowest compared OMol25 entry of this formula, charge and spin), kJ/mol: 452.63

Atom charges from the natural (NBO) analysis, given in e for atoms 1 to 5:
1. C -0.38
2. C -0.64
3. N -0.67
4. C 0.43
5. C -0.08


No. 2
# C18H44IN14O26

A 14-piece molecular cluster, C18H44IN14O26 overall at a distorted geometry (ωB97M-V/def2-TZVPD, the Open Molecules 2025 dataset).

```
103
Properties=species:S:1:pos:R:3:forces:R:3
I 4.33086 -2.07518 -1.23414 0.2 0.1 0.0
C 2.32599 -1.61498 -1.17647 -0.4 -0.1 0.1
C 1.33225 -2.58435 -1.12701 0.2 0.5 0.0
C 0.00068 -2.19325 -1.05662 0.1 0.2 0.0
C -0.33963 -0.84090 -1.06618 0.5 0.1 -0.1
C 0.67271 0.09626 -1.13635 -0.3 -0.7 0.0
N 1.96191 -0.31014 -1.17241 -0.3 -0.2 0.0
H 1.60657 -3.62441 -1.14245 0.1 -0.1 0.0
H -0.77901 -2.93578 -0.99207 -0.1 -0.1 0.0
H -1.36483 -0.51876 -1.01525 -0.2 0.0 0.0
H 0.46301 1.14874 -1.15434 0.1 0.4 0.1
H 2.68542 0.39695 -1.19132 0.1 0.0 0.0
C 0.57633 4.57310 -1.76019 -0.4 -0.4 0.1
N 0.58873 4.00628 -0.37907 -0.1 0.2 -0.1
O -0.22544 3.14724 -0.07858 0.1 -0.2 -0.2
O 1.41833 4.44959 0.38134 0.1 -0.1 0.1
H -0.21881 4.09149 -2.31698 0.0 0.0 0.0
H 0.40110 5.63674 -1.66186 0.1 0.0 0.0
H 1.55218 4.38779 -2.19604 0.0 0.2 0.1
C 2.20343 -0.85495 -4.63619 -0.1 -0.2 0.0
N 2.04803 0.39200 -5.42780 0.0 0.1 0.0
O 0.93055 0.75105 -5.72203 -0.1 0.0 0.0
O 3.06873 0.99089 -5.69681 0.1 0.1 0.0
H 1.22300 -1.27546 -4.44189 -0.1 0.1 0.0
H 2.82616 -1.54344 -5.20226 0.1 0.1 0.0
H 2.70282 -0.55230 -3.72165 0.1 -0.1 0.0
C -2.75345 -2.94498 2.29689 -1.2 -1.8 -4.6
N -2.90071 -3.32484 0.86926 -0.3 -0.2 0.5
O -2.95560 -2.43527 0.03423 0.2 0.2 -0.3
O -2.95906 -4.50377 0.60283 0.0 -0.4 -0.3
H -2.72362 -1.86504 2.36242 -0.2 -0.8 -1.5
H -3.61401 -3.34467 2.82292 0.0 -0.3 -0.7
H -1.83425 -3.39264 2.66341 -0.8 -1.1 -1.7
C -6.96655 -3.78426 0.70293 0.0 -0.2 0.0
N -6.80186 -4.20091 2.11878 0.1 0.0 0.7
O -7.60620 -4.95581 2.61714 -0.3 -0.2 -0.4
O -5.86541 -3.73823 2.75284 0.2 0.2 -0.5
H -7.84642 -4.27320 0.30545 0.0 0.0 0.0
H -7.07564 -2.70740 0.68850 0.1 0.0 0.0
H -6.06844 -4.08558 0.17074 0.1 0.1 0.0
C -6.07938 -5.53448 5.27128 -0.2 0.0 0.0
N -5.43593 -5.65099 6.60609 -0.1 -0.1 -0.4
O -5.97414 -6.26713 7.49115 0.1 0.0 0.0
O -4.36296 -5.07761 6.68274 0.2 -0.1 0.5
H -7.01473 -6.07564 5.22014 0.0 -0.1 0.2
H -6.22841 -4.47200 5.11562 0.0 0.0 -0.2
H -5.35867 -5.92158 4.55918 0.0 0.1 -0.1
C 6.12753 -0.32096 -4.99618 0.2 0.1 0.2
N 5.96561 -1.73367 -5.43494 0.0 0.1 0.0
O 6.82266 -2.52936 -5.13826 0.1 0.0 0.0
O 4.95101 -1.99600 -6.05674 -0.1 0.0 0.0
H 7.05258 -0.23342 -4.43904 0.0 -0.1 0.0
H 6.13562 0.31994 -5.87135 -0.1 -0.1 -0.1
H 5.26685 -0.09294 -4.37591 0.0 0.1 -0.1
C 4.04055 7.71926 -3.49695 0.1 0.0 0.0
N 3.20758 6.61569 -2.94833 0.0 0.0 0.0
O 3.76716 5.62868 -2.50735 0.1 -0.1 0.0
O 2.00864 6.76520 -2.97827 0.0 0.3 0.0
H 5.08110 7.43731 -3.40142 0.0 0.0 0.0
H 3.74973 7.85125 -4.53456 -0.1 0.0 0.0
H 3.81039 8.60959 -2.91999 -0.1 0.0 0.0
C 8.12749 -0.20985 1.33016 0.1 0.1 0.0
N 7.87078 -0.61490 -0.07979 0.1 0.0 0.0
O 7.71736 0.25521 -0.90936 -0.1 0.1 0.0
O 7.82916 -1.80680 -0.31228 -0.2 -0.1 0.0
H 8.13538 0.87163 1.37446 0.0 0.0 0.0
H 7.33298 -0.63250 1.93673 0.0 -0.1 0.0
H 9.08661 -0.62954 1.61575 0.0 -0.1 0.0
C 1.32738 3.83548 -7.06921 0.1 0.0 -0.2
N 1.16528 5.14276 -6.37832 0.0 -0.1 0.1
O 1.36917 6.15825 -7.00150 0.0 0.1 0.0
O 0.84059 5.09589 -5.20616 0.0 0.0 0.1
H 1.62365 4.01497 -8.09510 0.0 0.1 0.0
H 2.08696 3.28254 -6.52648 0.0 -0.1 0.0
H 0.37519 3.31914 -7.01414 0.0 0.0 0.1
C -9.45931 0.05260 -1.48256 0.1 0.1 0.0
N -8.76590 -1.22910 -1.18078 0.0 -0.1 0.0
O -7.56359 -1.20584 -0.99681 0.0 0.2 0.0
O -9.44704 -2.22844 -1.13406 -0.1 -0.1 0.0
H -8.72054 0.84346 -1.48754 0.0 0.0 0.0
H -9.93439 -0.06035 -2.45159 -0.1 0.0 0.0
H -10.20469 0.20387 -0.70856 -0.1 0.0 0.0
C -2.30848 -2.89975 5.70620 0.1 -0.3 -0.4
N -2.35129 -2.25530 4.36327 0.4 1.0 2.7
O -1.34909 -2.27470 3.67506 2.3 2.3 3.6
O -3.40392 -1.75690 4.01652 -0.1 1.5 2.6
H -1.31864 -3.30029 5.86486 0.1 0.1 0.0
H -2.54756 -2.14520 6.44794 -0.1 0.1 -0.1
H -3.05773 -3.68195 5.69733 -0.2 0.0 0.1
C 1.64225 -4.58220 8.79528 -0.1 0.0 0.1
N 0.92122 -3.80282 7.75130 0.0 0.0 0.1
O -0.23559 -3.50305 7.96208 0.0 0.0 0.1
O 1.53994 -3.51731 6.74929 0.1 0.0 -0.1
H 0.96026 -4.75628 9.61751 0.0 0.0 0.0
H 1.96427 -5.51166 8.33737 0.1 0.0 0.0
H 2.49913 -3.99163 9.10247 0.0 0.0 0.0
C 1.66649 7.36197 1.70859 -0.1 0.0 -0.1
N 2.64120 8.45676 1.44746 0.0 0.0 0.0
O 2.36826 9.26710 0.58667 0.0 0.0 -0.1
O 3.65438 8.45513 2.11081 0.1 0.0 0.1
H 0.82431 7.49346 1.04092 0.0 0.0 0.0
H 2.18177 6.42824 1.51713 0.0 0.0 0.1
H 1.36368 7.42912 2.74845 0.1 0.0 0.0
```
Forces are in eV/Å.

Results
Total charge: +1
HOMO, eV: -12.3

Atom charges from the Mulliken analysis, given in e for atoms 1 to 5:
1. I 0.33
2. C -0.10
3. C -0.55
4. C -0.31
5. C -0.71


- Which value of HOMO does entry 1 give?
  -6.3 eV


- Number 2 is which compound?
  C18H44IN14O26


- Which of these has the highest HOMO?
  C4H10N2O